1.
Here is a 14-piece molecular cluster, C34H94N2O14 overall in a non-equilibrium geometry from OMol25. Energies are from ωB97M-V/def2-TZVPD.

As for the strongest force on any atom: 3.2 eV/Å. The LUMO energy (spin up / spin down) comes out at -2.8 / -7.1 eV. The value obtained for the HOMO-LUMO gap (spin up / spin down) is 6.9 / 2.6 eV. The HOMO energy (spin up / spin down) comes out at -9.63 / -9.63 eV.

```
! wB97M-V def2-TZVPD RIJCOSX def2/J DEFGRID3
* xyz 1 2
C -0.51721 -3.40278 1.97622
C 0.03612 -4.49505 2.99155
O -0.91926 -5.59253 2.95867
H -0.81796 -3.89129 1.04940
H 0.20090 -2.60743 1.77664
H -1.35251 -2.83739 2.38939
H 0.15113 -4.04941 3.97962
H 0.97030 -4.93967 2.64845
H -1.27230 -5.69334 2.07166
C -2.51274 0.89999 -0.72555
C -1.52892 -0.27872 -0.66481
O -0.39283 0.12161 -1.37830
H -3.52085 0.61914 -0.42069
H -2.63307 1.35559 -1.70843
H -2.06175 1.66939 -0.09886
H -1.92222 -1.13084 -1.21915
H -1.27115 -0.56742 0.35416
H -0.55142 0.27172 -2.31313
C 2.51691 -0.85312 0.97986
C 2.49266 0.59221 0.46187
O 1.22456 1.11675 0.81103
H 1.64461 -1.43885 0.68981
H 2.50399 -0.86043 2.06975
H 3.36875 -1.46142 0.67582
H 2.51505 0.58731 -0.62789
H 3.30804 1.25288 0.75644
H 0.62558 0.78344 0.13892
C -4.71087 -3.47519 -0.74986
C -5.01687 -2.03482 -1.31709
O -5.33790 -1.13539 -0.28761
H -4.24080 -3.32847 0.22257
H -4.07420 -4.00389 -1.45925
H -5.55850 -4.15946 -0.71268
H -5.87165 -2.08831 -1.99131
H -4.10374 -1.78778 -1.85864
H -6.16150 -1.34902 0.15697
C -3.06471 7.12955 -0.94569
C -1.75125 6.32614 -0.94993
O -1.95727 4.87672 -0.77988
H -3.51778 6.99098 -1.92733
H -2.85647 8.19179 -0.81773
H -3.77389 6.83279 -0.17297
H -1.04646 6.67726 -0.19621
H -1.12097 6.57197 -1.80458
H -1.11196 4.42204 -0.76223
C -3.92012 0.90251 -3.91187
C -4.29403 0.02402 -5.09779
O -3.64901 -1.28156 -4.88988
H -4.22971 0.66464 -2.89419
H -4.42017 1.86025 -4.05603
H -2.83317 0.98047 -3.88817
H -3.97352 0.49146 -6.02885
H -5.36878 -0.14321 -5.02678
H -2.80817 -1.37590 -5.34340
C 2.55688 4.29755 0.76051
C 1.07893 4.58529 0.81498
O 0.48855 3.81989 -0.17795
H 2.92322 4.42515 -0.25813
H 2.91459 3.34640 1.15479
H 3.12866 5.04439 1.31132
H 0.93858 5.63651 0.56331
H 0.64512 4.41604 1.80051
H 0.63031 2.89341 0.02975
C 2.75720 2.78319 -4.30694
C 2.10114 2.66474 -2.92436
O 1.72900 3.98357 -2.58335
H 3.09218 1.79703 -4.62845
H 3.60630 3.46576 -4.27208
H 2.07616 3.10940 -5.09299
H 2.90520 2.52191 -2.20242
H 1.25750 1.97665 -2.87055
H 1.19668 4.03881 -1.78636
O -3.84955 4.19948 -2.82352
H -3.23965 4.22670 -2.08629
H -4.58084 3.66708 -2.51048
O -0.33842 0.23406 -4.15157
H -0.51233 0.83572 -4.87545
H -0.71009 -0.60013 -4.43829
O -4.31454 3.42017 0.34808
H -3.40690 3.63537 0.13333
H -4.58869 4.11094 0.95132
O -5.62656 0.89255 1.56777
H -5.18793 0.35138 0.91128
H -5.55369 1.78535 1.23040
C -1.14810 0.21022 3.13136
C -0.48413 0.53805 4.50727
C -0.45328 -0.77448 5.34352
C 0.36731 -0.54607 6.64693
C 1.75972 -0.26947 6.18782
C 1.93105 1.02473 5.24888
N 0.86996 0.98894 4.21231
O 0.97941 2.10413 3.32948
C 1.92599 2.25746 6.13693
C 3.33355 0.85959 4.59052
C -1.29251 1.67874 5.20421
H -2.12896 -0.24862 3.25575
H -0.48139 -0.41015 2.53242
H -1.36540 1.00704 2.42006
H -1.50717 -0.85180 5.61078
H -0.15107 -1.65548 4.77729
H 0.35765 -1.38453 7.34333
H -0.01942 0.27760 7.24702
H 2.14895 -1.17446 5.72135
H 2.45006 -0.11078 7.01629
H 2.87991 2.41354 6.64070
H 1.78176 3.18490 5.58272
H 1.21796 2.20088 6.96373
H 3.64104 1.82528 4.18926
H 4.13912 0.51679 5.23986
H 3.34737 0.16828 3.74791
H -1.39830 2.52256 4.52239
H -0.78755 2.10247 6.07229
H -2.33189 1.46207 5.45091
H 1.19540 1.69488 2.48837
C 4.67042 -4.58878 -0.65726
C 3.55759 -4.66754 -1.64225
C 2.23491 -4.61226 -0.81639
C 1.05452 -4.25354 -1.61050
C 1.29517 -2.94637 -2.37822
C 2.55410 -2.88161 -3.27161
N 3.67765 -3.41837 -2.50565
O 4.85295 -3.40403 -3.20674
C 2.28800 -3.55292 -4.67574
C 2.83968 -1.39409 -3.49942
C 3.50496 -5.97536 -2.50938
H 5.62012 -4.62973 -1.19064
H 4.54860 -3.63079 -0.15177
H 4.47228 -5.47317 -0.05171
H 1.98864 -5.62864 -0.50911
H 2.28495 -3.96512 0.05928
H 0.67481 -5.10658 -2.17284
H 0.21706 -4.13401 -0.92314
H 1.34072 -2.20371 -1.58168
H 0.38979 -2.64235 -2.90352
H 1.60750 -4.40388 -4.64605
H 3.20229 -3.97112 -5.09680
H 1.85994 -2.87418 -5.41343
H 2.34057 -1.01815 -4.39254
H 3.86477 -1.10449 -3.73056
H 2.53577 -0.77954 -2.65203
H 3.37896 -6.94668 -2.03109
H 2.75171 -5.79549 -3.27642
H 4.46165 -6.08179 -3.02076
H 5.52434 -3.04205 -2.62381
*
```

2.
Here is CH2NO4P as an isolated structure in a non-equilibrium geometry from OMol25. Energies are from ωB97M-V/def2-TZVPD.

As for the strongest force on any atom: 5.5 eV/Å. The LUMO energy comes out at 6.9 eV. Its energy relative to the best compared isomer or geometry (same formula, charge and spin) is 36.9 kcal/mol. The value obtained for the HOMO-LUMO gap is 6.7 eV. The HOMO energy comes out at 0.24 eV.

```
! wB97M-V def2-TZVPD RIJCOSX def2/J DEFGRID3
* xyz -2 1
C 0.59273 -0.57595 0.10230
N -0.30964 0.37588 0.00961
O -2.25022 -1.38031 0.78201
O -2.92787 1.13377 0.62537
O 1.82572 -0.46191 -0.14714
O -2.33902 -0.13795 -1.48513
P -2.23518 -0.10915 0.02014
H 0.04925 -1.56985 0.45061
H 0.20553 1.42561 -0.64023
*
```

3.
Here is a 3-piece molecular cluster, C3H10O3S overall in a non-equilibrium geometry from OMol25. Energies are from ωB97M-V/def2-TZVPD.

As for the strongest force on any atom: 3.1 eV/Å. The LUMO energy comes out at 0.5 eV. Its energy relative to the best compared isomer or geometry (same formula, charge and spin) is 24.8 kcal/mol. The SMILES is O=CCCS.O.O. The value obtained for the HOMO-LUMO gap is 9.6 eV. The HOMO energy comes out at -9.12 eV.

```
! wB97M-V def2-TZVPD RIJCOSX def2/J DEFGRID3
* xyz 0 1
O 1.33920 -0.33182 1.58545
C 0.46564 0.49592 1.53434
C 0.03312 0.88444 0.11060
C -1.11189 -0.16422 -0.17054
S -1.91990 0.35956 -1.82609
H -0.13088 0.75976 2.42818
H 0.87771 0.82406 -0.58099
H -0.31827 1.90708 -0.00585
H -0.64016 -1.13228 -0.26664
H -1.92313 -0.13880 0.54579
H -1.01909 -0.03534 -2.70262
H 0.87704 -3.13141 1.08203
H -0.23975 -3.95652 1.69087
O 0.70395 -3.97832 1.50662
H 2.52429 3.11356 -1.20387
H 1.89125 2.92281 0.20672
O 2.01281 2.51171 -0.65389
*
```